Record 1
59
Properties=species:S:1:pos:R:3:forces:R:3 method="wB97M-V/def2-TZVPD" homo_lumo_gap_ha=0.3368 charge=+1 largest_force_ha_per_bohr=0.07667 total_energy_ha=-1264.1421 lumo_ev=-2.48 e_above_lowest_kj_mol=296.76
C -0.40397 0.06570 -0.71041 -0.4 0.1 -0.3
N -1.67162 0.62414 -1.21669 2.0 -0.8 0.8
C -2.79161 0.37292 -0.37640 -1.4 -1.1 2.2
C 0.16920 -0.93750 -1.70969 1.7 0.9 0.2
N 1.16183 -1.81722 -0.89099 -0.3 0.2 -2.8
C 2.48684 -1.92273 -1.75501 -1.0 0.4 1.9
C 2.18153 -1.23234 -3.09955 1.7 -0.6 0.1
C 1.10573 -0.25780 -2.82905 -3.1 -0.3 2.4
H -0.46201 -0.40067 0.28003 -0.8 -0.2 -0.1
H 0.34953 0.82057 -0.50180 0.1 0.5 -0.4
H -1.50984 1.54382 -1.58699 -0.5 0.5 0.2
H -3.52135 1.14654 -0.17040 0.0 0.8 -0.9
H -3.37497 -0.49770 -0.69452 -0.1 0.0 -0.5
H -2.63893 0.09011 0.71160 0.9 0.4 -1.2
H -0.64934 -1.46076 -2.18473 0.1 -0.9 0.2
H 0.76140 -2.73960 -0.57198 0.7 1.6 0.3
H 1.46344 -1.17287 -0.16057 -0.5 -1.0 0.8
H 3.05796 -1.23080 -1.12268 0.8 -0.6 -0.6
H 2.81269 -2.98962 -1.63582 0.0 1.2 -0.7
H 2.04642 -2.01774 -3.83707 -0.3 0.4 -0.4
H 3.02174 -0.55476 -3.33692 0.2 -1.1 -0.3
H 1.51746 0.63842 -2.34871 -0.2 -0.3 -0.6
H 0.35809 0.00222 -3.57302 0.6 0.1 -0.7
H -0.93289 3.86950 2.66062 0.2 -0.3 0.3
H 0.46649 3.16134 2.44682 -0.4 0.0 0.5
O -0.15190 3.81821 2.10729 0.0 0.5 -0.9
H 0.30091 3.96628 -0.03383 0.0 -0.1 0.5
H 1.78892 4.33733 -0.22684 -0.5 -0.1 0.1
O 1.14593 3.61790 -0.34105 0.7 0.4 -0.5
H 1.45439 -1.65169 2.76782 0.0 -0.2 0.5
H 2.87727 -2.42642 2.57793 -0.3 0.2 0.3
O 2.26587 -1.76197 2.24630 0.3 0.2 -0.7
H -3.12278 -1.67482 2.16365 -0.8 0.0 0.7
H -3.70337 -0.59004 3.29609 -0.3 -0.8 -0.1
O -3.06836 -0.81243 2.61597 1.2 0.6 -0.5
H -0.96008 -0.79410 2.76960 0.2 -0.8 0.2
H -0.05263 -0.13311 3.70069 0.5 -0.5 0.3
O -0.12474 -1.00392 3.24842 -0.9 1.1 -0.3
H 0.33982 -3.21844 2.00801 0.0 0.1 0.0
H 0.17973 -4.35619 0.98205 -0.1 -0.1 0.2
O 0.35329 -3.41205 1.06532 -0.5 -0.6 -0.2
H 2.36387 2.37075 -0.77725 -0.7 -0.8 -0.4
H 3.67146 1.73226 -0.89310 0.3 -0.7 0.0
O 2.74141 1.46903 -0.93955 0.6 1.6 -0.1
H 2.06615 1.19847 0.66963 0.3 -0.8 0.5
H 2.12650 -0.01316 1.79545 0.4 -0.3 -0.7
O 2.24457 0.92279 1.58996 -0.4 0.8 0.8
H -1.57373 3.97951 -2.51185 0.3 -0.2 -0.2
H -2.86253 3.34040 -2.11846 0.9 -0.6 -0.5
O -1.98086 3.10349 -2.50339 -1.2 1.1 0.7
H 1.41527 1.67608 4.44561 -0.1 0.2 0.2
H 1.08111 1.24327 3.05524 0.1 0.4 -0.3
O 0.66950 1.66777 3.83346 0.3 -0.5 0.0
H -1.94366 -0.23578 -3.13885 -0.8 0.4 0.2
H -3.49019 -0.19043 -3.29544 0.1 0.2 0.2
O -2.68161 -0.49183 -3.71296 0.4 -0.5 -0.5
H -3.51999 -2.89721 0.26606 0.1 -0.1 -0.1
H -2.00446 -2.78421 0.57283 -0.2 -0.2 0.0
O -2.84890 -3.09893 0.92915 0.2 0.3 0.1

***

Record 2
12
Properties=species:S:1:pos:R:3:forces:R:3 method="wB97M-V/def2-TZVPD" homo_lumo_gap_ha=0.3718 charge=0 largest_force_ha_per_bohr=0.02569 smiles=Fc1ccc(F)c(Br)c1 total_energy_ha=-3004.1751 lumo_ev=0.62 e_above_lowest_kj_mol=0.00
F 2.30244 1.42501 -0.67245 -0.6 -0.4 0.2
C 1.19667 0.69961 -0.36132 -0.6 0.1 0.0
C 0.87865 -0.42846 -1.09711 -0.1 -0.4 -0.5
C -0.28144 -1.15816 -0.77472 0.6 0.5 0.2
C -1.10068 -0.77481 0.28356 0.3 0.0 -0.3
F -2.23020 -1.45328 0.54660 0.4 0.0 0.0
C -0.76841 0.33354 1.02886 0.5 1.2 -0.3
Br -1.86057 0.93665 2.46791 0.3 -0.3 -0.4
C 0.34191 1.12034 0.64319 -0.2 -0.4 0.9
H 1.52850 -0.67970 -1.95465 -0.5 -0.1 0.6
H -0.54556 -2.04183 -1.32003 -0.1 -0.2 -0.3
H 0.53867 2.02110 1.21015 0.1 0.0 -0.1

***

Record 3
14
Properties=species:S:1:pos:R:3:forces:R:3 method="wB97M-V/def2-TZVPD" homo_lumo_gap_ha="0.2738 / 0.2662" charge=0 largest_force_ha_per_bohr=0.07178 total_energy_ha=-950.3850 lumo_ev="-1.99 / -2.25" e_above_lowest_kj_mol=250.27
C -1.19056 1.39862 -0.56228 1.6 -2.0 0.8
C -2.08070 0.50462 -0.85601 0.2 -1.3 2.1
C 0.06143 0.78794 -0.02076 -1.2 -1.1 -0.8
C -0.20821 -0.65188 0.21747 -1.1 1.4 0.2
C -1.65471 -0.82662 -0.33168 2.4 0.5 -1.1
C 0.61011 -1.49827 0.81034 -1.4 -0.9 -0.4
N 1.13213 1.40378 -0.09458 2.0 1.0 0.4
N 2.62429 -0.13175 1.13088 -0.1 -0.4 1.2
O -2.19195 -1.83182 -0.62860 -1.1 -2.0 0.4
O 1.13290 -2.40920 1.27351 0.4 -0.2 0.2
Cl 4.06575 -0.46592 0.63024 1.0 -0.2 -0.4
H -1.16294 2.38371 -0.72788 -0.2 3.6 -0.7
H -3.07424 0.59351 -1.11823 -1.8 0.4 -1.1
H 1.93669 0.74328 0.27758 -0.9 1.2 -0.8

***

Record 4
18
Properties=species:S:1:pos:R:3:forces:R:3 method="wB97M-V/def2-TZVPD" homo_lumo_gap_ha=0.2457 charge=-2 largest_force_ha_per_bohr=0.08194 total_energy_ha=-1582.2599 lumo_ev=4.08
C 4.33097 0.20993 0.23664 -3.0 -0.1 -1.7
C 3.64871 -0.89831 -0.29104 -1.1 3.4 -0.1
C 5.66493 0.32152 0.65823 0.4 1.1 -0.4
C 4.00074 -2.23150 -0.27705 1.2 -1.4 0.2
C 6.34899 1.62904 -0.31057 -1.1 -3.4 1.2
C -7.26942 0.11621 -0.47856 1.4 -0.9 -0.2
N 4.24979 -3.35651 -0.32247 -0.1 -0.2 0.0
O 7.03338 1.22526 -1.17780 2.4 -0.7 -2.6
O 5.87275 2.60528 0.14091 -1.3 3.8 1.3
O -9.13150 0.99606 1.09307 -0.1 -1.4 -0.1
O -8.08992 -1.26419 1.53559 0.2 -0.8 1.1
F -7.65889 -0.14837 -1.75710 -0.4 0.2 -1.2
F -6.84625 1.42588 -0.45715 -0.5 -0.4 0.2
S 6.43676 -0.19923 1.94552 0.5 -0.7 0.9
S -8.79388 -0.39410 0.59141 0.4 2.7 -0.4
H 3.85679 1.28011 0.12161 0.7 -2.3 0.2
H 2.67493 -0.80446 -0.87584 1.3 0.5 1.0
H -6.32886 -0.51262 -0.37538 -1.1 0.6 0.6

***

Record 5
14
Properties=species:S:1:pos:R:3:forces:R:3 method="wB97M-V/def2-TZVPD" homo_lumo_gap_ha=0.2439 charge=-1 largest_force_ha_per_bohr=0.09734 total_energy_ha=-659.9585 lumo_ev=3.69 e_above_lowest_kj_mol=9.82
O -1.19545 -2.57890 2.01516 0.7 -0.7 1.0
C -1.34683 -1.86793 1.06853 -1.6 0.3 -1.1
C -1.76133 -1.24929 0.05413 0.5 -1.6 0.8
N -2.18022 -0.35226 -0.78052 -2.1 -1.7 0.8
C -1.58854 0.73051 -1.02493 -0.7 2.9 -3.0
C -0.23379 1.00099 -0.80754 2.6 2.1 -0.9
C 0.58202 0.29942 -0.02148 -0.1 -2.9 1.2
C 2.03753 0.40076 0.30867 -1.0 -3.1 3.8
F 2.81349 -0.84063 0.20462 -1.5 2.5 -0.8
F 2.76287 1.39018 -0.09779 0.6 0.6 -0.8
F 2.03233 0.47276 1.78344 0.4 0.5 -2.0
H -2.17732 1.38254 -1.75788 1.1 -0.5 1.0
H 0.25514 1.79840 -1.42533 -0.7 -0.3 0.5
H 0.00011 -0.58655 0.48091 2.0 1.8 -0.6

***

Record 6
11
Properties=species:S:1:pos:R:3:forces:R:3 method="wB97M-V/def2-TZVPD" homo_lumo_gap_ha=0.3356 charge=0 largest_force_ha_per_bohr=0.20010 smiles="C=C(C#CC#N)C=O" total_energy_ha=-360.2581 lumo_ev=-1.08 e_above_lowest_kj_mol=297.55
C -2.13624 0.07757 -0.11138 -1.0 -2.5 0.0
C -0.94495 0.57956 -0.09929 2.4 -1.4 2.2
C 0.08285 -0.37210 0.33096 2.0 -0.8 -0.6
C 0.95261 -1.22331 0.52209 -0.6 0.8 -1.2
C 2.02971 -2.09211 0.22627 7.8 -3.4 -1.7
N 3.11855 -2.67758 -0.07898 -8.9 4.5 2.5
C -0.69461 2.01362 -0.35310 -0.8 1.6 -0.8
O -1.57602 2.87714 -0.16682 3.3 -2.3 -0.7
H -2.87925 0.71889 -0.31679 -2.9 2.2 -0.8
H -2.43389 -0.96559 0.00366 0.5 0.3 0.2
H 0.35525 2.07324 -0.89272 -1.7 1.1 1.1